{
  "formula": "C4H15NO5",
  "method": "ωB97M-V/def2-TZVPD",
  "lumo_energy_ev": 0.33,
  "total_energy_ev": -16118.0480,
  "e_homo_ev": -9.24,
  "smiles": "NCCCC(=O)O.O.O.O",
  "homo_lumo_gap_ev": 9.570,
  "de_lowest_kj_mol": 146.3,
  "total_charge": 0,
  "elements": ["O", "C", "O", "C", "C", "C", "N", "H", "H", "H", "H", "H", "H", "H", "H", "H", "H", "H", "O", "H", "H", "O", "H", "H", "O"],
  "xyz": [[-1.532759, -1.665723, -1.425538], [-1.338796, -1.023395, -0.439711], [-0.856187, -1.623914, 0.712320], [-1.654725, 0.432204, -0.192755], [-0.492645, 1.176241, 0.540323], [0.094838, 2.276507, -0.347795], [1.443030, 2.742012, -0.056141], [-0.865506, -2.582646, 0.578867], [-2.549231, 0.618952, 0.393589], [-1.839697, 0.995692, -1.123307], [0.259761, 0.417755, 0.823223], [-0.833926, 1.557500, 1.495073], [-0.494217, 3.233849, -0.428797], [0.054819, 1.903171, -1.382163], [2.132104, 2.583118, -0.764430], [1.748900, 2.803018, 0.893949], [-0.592823, 0.133100, -2.683549], [-0.628453, -1.311462, -3.287229], [-0.739888, -0.389036, -3.485135], [0.605461, -2.320854, 3.764976], [0.599372, -2.224697, 2.036361], [0.550462, -2.674036, 2.874859], [2.538876, -2.409583, 0.190760], [1.935173, -0.954085, 0.489129], [2.456056, -1.693687, 0.823121]],
  "atomic_forces_ev_per_a": [[-0.1, -0.3, 0.1], [-0.6, -0.5, 1.5], [-0.3, 0.7, -0.7], [0.8, 1.5, -0.1], [0.2, -0.5, 0.0], [0.2, 1.2, -0.6], [-0.4, -0.2, -0.4], [0.0, 0.0, -0.2], [-0.3, -0.8, 0.1], [0.0, -0.7, 0.1], [0.0, 0.6, -0.3], [-0.1, 0.2, 0.1], [-0.4, -1.2, 0.5], [0.4, 0.0, 0.2], [0.2, -0.2, 0.3], [0.1, -0.2, 0.1], [-0.1, -0.7, -0.4], [0.0, -0.3, 0.5], [0.3, 1.4, -0.9], [0.1, 1.0, -1.0], [0.5, 1.4, 0.8], [-0.5, -2.5, 0.5], [-0.3, 0.3, -0.4], [0.2, -0.4, -0.5], [0.1, 0.2, 0.7]]
}